No. 1
The following is a quantum chemistry calculation of a 5-piece molecular cluster, C2H16N2O4 overall in a non-equilibrium geometry, from the Open Molecules 2025 dataset.

For the orbital gap, the calculation gives 9.194 eV. As for the SMILES: CNCN.O.O.O.O. Its electronic energy is -13502.7553 eV. The multiplicity is 1. The total charge is 0. The calculation puts the HOMO energy at -8.740 eV.

Structure (XYZ):
```
24
C2H16N2O4 (wB97M-V/def2-TZVPD)
C 2.606 1.815 -0.162
N 1.953 0.684 0.466
C 2.631 -0.541 0.814
N 2.073 -1.691 0.067
H 3.633 1.934 0.224
H 2.720 1.668 -1.244
H 2.192 2.804 -0.043
H 1.191 1.038 1.010
H 2.614 -0.604 1.904
H 3.684 -0.611 0.532
H 1.111 -1.508 -0.189
H 2.572 -1.688 -0.813
O -1.842 0.008 0.054
H -1.260 0.593 -0.426
H -1.515 -0.419 0.823
O -1.541 -1.324 2.634
H -0.903 -1.982 2.345
H -2.423 -1.696 2.696
O -4.278 0.751 -0.662
H -3.452 0.934 -0.180
H -4.116 1.184 -1.506
O -2.691 -0.064 -2.837
H -1.960 -0.536 -3.227
H -3.000 -0.750 -2.280
```

***

No. 2
The following is a quantum chemistry calculation of an isolated molecule of C6H9N, from the Open Molecules 2025 dataset.

For the orbital gap, the calculation gives 7.570 eV. As for the SMILES: CC1(C)C=C=CN1. Its electronic energy is -7854.9474 eV. The multiplicity is 1. The total charge is 0. The calculation puts the HOMO energy at -7.330 eV.

Structure (XYZ):
```
16
C6H9N (wB97M-V/def2-TZVPD)
C -0.282 1.592 -0.358
C -0.026 0.154 0.095
C -0.873 -0.215 1.325
C 1.434 -0.184 0.340
C 1.965 -1.214 -0.394
C 0.805 -1.510 -1.210
N -0.283 -0.784 -0.999
H -1.336 1.736 -0.627
H -0.049 2.278 0.463
H 0.343 1.854 -1.219
H -0.933 -1.306 1.425
H -1.888 0.203 1.264
H -0.395 0.179 2.229
H 1.942 0.375 1.131
H 0.742 -2.285 -1.977
H -1.165 -0.874 -1.487
```

***

No. 3
The following is a quantum chemistry calculation of C12H30AgIN6O6 as an isolated structure, from the Open Molecules 2025 dataset.

For the orbital gap (spin up / spin down), the calculation gives 9.128 / 5.346 eV. Its electronic energy is -46254.8257 eV. The multiplicity is 2. The total charge is +1. Its expectation value of S² is 0.75. The calculation puts the HOMO energy (spin up / spin down) at -10.755 / -10.627 eV.

Structure (XYZ):
```
56
C12H30AgIN6O6 (wB97M-V/def2-TZVPD)
Ag -0.251 0.209 -0.357
I -2.537 1.644 -1.261
O 1.056 0.370 -2.387
C 2.206 0.379 -2.777
N 2.884 1.544 -2.977
C 2.941 -0.903 -3.025
H 2.351 2.378 -2.799
H 3.768 1.565 -3.448
H 2.982 -1.435 -2.071
H 3.963 -0.797 -3.395
H 2.406 -1.532 -3.733
O -1.406 -1.541 0.839
C -2.107 -2.530 1.018
N -1.597 -3.792 0.941
C -3.587 -2.432 1.310
H -0.657 -3.894 0.595
H -2.205 -4.589 0.971
H -4.104 -2.410 0.346
H -3.794 -1.514 1.847
H -3.954 -3.315 1.830
O 1.742 -0.743 0.520
C 2.311 -0.886 1.589
N 3.633 -0.612 1.733
C 1.586 -1.350 2.813
H 4.136 -0.373 0.895
H 4.116 -0.844 2.580
H 0.597 -0.904 2.804
H 2.120 -1.053 3.720
H 1.520 -2.437 2.811
O -0.614 -1.936 -1.944
C -1.298 -2.709 -2.583
N -0.922 -4.004 -2.798
C -2.623 -2.304 -3.159
H -0.004 -4.305 -2.521
H -1.481 -4.629 -3.350
H -2.642 -2.430 -4.245
H -2.824 -1.273 -2.897
H -3.415 -2.970 -2.800
O -0.570 1.195 1.785
C -1.046 1.956 2.612
N -0.358 3.032 3.068
C -2.439 1.749 3.154
H 0.607 3.128 2.793
H -0.710 3.594 3.820
H -2.816 2.575 3.751
H -2.421 0.841 3.758
H -3.093 1.554 2.306
O 0.895 2.538 -0.441
C 1.057 3.722 -0.225
N 2.110 4.181 0.526
C 0.036 4.742 -0.628
H 2.848 3.526 0.736
H 2.413 5.138 0.477
H -0.325 4.530 -1.633
H 0.337 5.780 -0.528
H -0.822 4.580 0.036
```

***

No. 4
The following is a quantum chemistry calculation of an isolated molecule of C2H4FNO in a non-equilibrium geometry, from the Open Molecules 2025 dataset.

For the orbital gap, the calculation gives 11.128 eV. As for the SMILES: C=NOCF. Its electronic energy is -8390.9506 eV. The multiplicity is 1. The total charge is 0. The calculation puts the HOMO energy at -9.957 eV.

Structure (XYZ):
```
9
C2H4FNO (wB97M-V/def2-TZVPD)
C 1.734 -0.724 -0.111
N 0.619 -0.250 0.328
O -0.081 0.527 -0.539
C -1.424 0.584 0.113
F -1.878 -0.667 0.002
H 2.443 -1.077 0.596
H 2.077 -0.592 -1.222
H -1.441 0.878 1.119
H -2.048 1.321 -0.286
```

***

No. 5
The following is a quantum chemistry calculation of C6H9N as an isolated structure, from the Open Molecules 2025 dataset.

For the orbital gap, the calculation gives 9.641 eV. Its electronic energy is -7854.8752 eV. The multiplicity is 1. The total charge is 0. The calculation puts the HOMO energy at -8.476 eV.

Structure (XYZ):
```
16
C6H9N (wB97M-V/def2-TZVPD)
C 1.893 0.401 0.085
N 0.911 -0.586 -0.349
C -0.008 -1.072 0.667
C -1.157 -0.056 0.814
C -0.920 1.025 -0.235
C -0.288 -0.106 -1.077
C -1.158 -1.117 -0.264
H 1.604 0.884 1.030
H 2.027 1.187 -0.669
H 2.858 -0.095 0.226
H 0.264 -1.766 1.457
H -1.774 -0.012 1.706
H -0.317 1.914 -0.011
H -1.876 1.311 -0.681
H -0.187 -0.031 -2.160
H -1.873 -1.881 -0.539
```

***

No. 6
The following is a quantum chemistry calculation of C14H26AlIOP2 as an isolated structure in a non-equilibrium geometry, from the Open Molecules 2025 dataset.

For the orbital gap, the calculation gives 5.856 eV. Its electronic energy is -50245.0837 eV. The multiplicity is 1. The total charge is +2. The calculation puts the HOMO energy at -14.865 eV.

Structure (XYZ):
```
45
C14H26AlIOP2 (wB97M-V/def2-TZVPD)
C 0.480 0.459 -3.973
I 2.586 0.419 -4.213
H 0.319 0.918 -4.924
H 0.169 0.818 -2.933
H 0.248 -0.654 -3.847
Al 0.239 -0.047 0.096
P 0.397 2.366 -0.635
C -1.013 3.259 0.160
C 1.851 2.943 0.362
H 1.934 4.012 0.152
H 0.623 4.476 -1.875
H 2.805 2.464 0.100
H 1.585 3.216 -2.700
H -1.048 3.132 1.260
H 1.696 2.796 1.439
C 0.636 3.408 -2.166
H -0.986 4.353 -0.042
H -0.167 3.272 -2.914
H -1.985 2.893 -0.225
P 0.495 -2.199 -1.019
C -0.939 -3.245 -0.530
C 0.895 -2.988 -2.597
H 2.767 -2.422 -0.336
H 1.963 -4.019 -0.304
H 1.646 -2.828 1.008
C 1.860 -2.961 -0.052
H 1.826 -2.599 -3.058
H 1.014 -4.089 -2.445
H -0.569 -4.279 -0.703
H -1.799 -3.032 -1.195
H 0.055 -2.829 -3.302
H -1.266 -3.139 0.521
C -1.600 -0.196 0.600
O -2.410 -0.123 -0.361
C -1.206 -0.487 4.883
C -0.498 -1.344 3.998
C -0.703 -1.140 2.597
C -1.649 -0.249 2.029
C -2.185 0.750 2.971
C -1.970 0.531 4.371
H -1.130 -0.663 5.958
H 0.231 -2.115 4.218
H -0.060 -1.730 1.937
H -2.697 1.604 2.671
H -2.444 1.292 5.020
```

***

No. 7
The following is a quantum chemistry calculation of a 7-piece molecular cluster, C48H109N7O7 overall in a non-equilibrium geometry, from the Open Molecules 2025 dataset.

For the orbital gap, the calculation gives 8.602 eV. As for the SMILES: CC1(C)CCCC(C)(C)N1O.CC1(C)CCCC(C)(C)N1O.CC1(C)CCCC(C)(C)N1O.CC1(C)CCCC(C)(C)N1O.COC[C@H](C)N.COC[C@H](C)N.COC[C@H](C)N. Its electronic energy is -76301.9287 eV. The multiplicity is 1. The total charge is 0. The calculation puts the HOMO energy at -8.195 eV.

Structure (XYZ):
```
171
C48H109N7O7 (wB97M-V/def2-TZVPD)
C 3.134 7.003 1.669
C 1.817 7.481 2.302
C 2.066 7.701 3.805
C 1.418 8.834 1.709
C 0.956 8.707 0.269
C -0.256 7.777 0.251
C 0.008 6.384 0.821
C -1.336 5.706 1.101
C 0.764 5.517 -0.187
N 0.744 6.529 2.069
O 1.063 5.251 2.615
H 3.100 6.946 0.580
H 4.001 7.645 1.844
H 3.339 6.007 2.063
H 3.118 7.937 3.961
H 1.492 8.534 4.208
H 1.856 6.785 4.358
H 0.623 9.284 2.309
H 2.310 9.459 1.810
H 0.605 9.671 -0.105
H 1.752 8.332 -0.375
H -0.586 7.688 -0.787
H -1.046 8.242 0.846
H -1.790 5.377 0.168
H -2.037 6.347 1.638
H -1.152 4.840 1.740
H 0.210 5.320 -1.109
H 0.944 4.531 0.256
H 1.739 5.909 -0.464
H 0.571 5.255 3.442
C 2.472 -2.519 -0.620
C 2.715 -2.784 -2.119
C 3.417 -1.550 -2.671
C 3.659 -3.978 -2.280
C 2.938 -5.297 -2.093
C 1.823 -5.353 -3.134
C 0.770 -4.272 -2.899
C -0.222 -4.268 -4.039
C -0.028 -4.632 -1.622
N 1.464 -2.999 -2.839
O 0.676 -1.845 -2.853
H 1.708 -1.759 -0.439
H 2.284 -3.436 -0.064
H 3.375 -2.073 -0.182
H 4.456 -1.563 -2.342
H 3.381 -1.500 -3.762
H 2.911 -0.635 -2.355
H 4.118 -3.927 -3.271
H 4.468 -3.844 -1.558
H 3.578 -6.175 -2.220
H 2.568 -5.398 -1.068
H 1.382 -6.340 -3.255
H 2.314 -5.058 -4.072
H 0.236 -4.018 -4.999
H -0.960 -3.468 -3.913
H -0.807 -5.185 -4.112
H 0.495 -4.449 -0.680
H -0.297 -5.691 -1.581
H -0.942 -4.049 -1.529
H 0.219 -1.768 -2.000
C -4.703 -1.978 -2.673
C -5.114 -3.350 -3.203
C -5.584 -3.188 -4.655
C -3.875 -4.252 -3.207
C -4.183 -5.740 -3.303
C -5.288 -6.174 -2.339
C -6.522 -5.282 -2.339
C -7.408 -5.598 -3.549
C -7.324 -5.590 -1.085
N -6.114 -3.876 -2.270
O -7.273 -3.050 -2.350
H -5.422 -1.209 -2.971
H -4.558 -1.983 -1.591
H -3.775 -1.551 -3.071
H -4.778 -2.690 -5.202
H -5.818 -4.122 -5.160
H -6.460 -2.544 -4.756
H -3.236 -3.986 -4.050
H -3.280 -4.076 -2.303
H -4.376 -6.059 -4.330
H -3.289 -6.303 -3.009
H -4.864 -6.227 -1.335
H -5.611 -7.165 -2.669
H -7.976 -6.514 -3.375
H -6.775 -5.863 -4.405
H -8.046 -4.776 -3.854
H -6.741 -5.543 -0.161
H -7.692 -6.620 -1.115
H -8.195 -4.943 -0.989
H -7.276 -2.591 -1.506
C 5.917 3.252 0.344
C 4.750 2.263 0.392
C 3.746 2.598 -0.714
C 5.254 0.843 0.058
C 5.725 -0.011 1.260
C 4.773 0.126 2.450
C 4.528 1.567 2.866
C 3.420 1.593 3.906
C 5.791 2.208 3.451
N 4.041 2.249 1.660
O 3.577 3.574 1.944
H 6.741 2.927 0.980
H 6.301 3.358 -0.672
H 5.606 4.244 0.674
H 2.894 1.912 -0.716
H 3.357 3.614 -0.599
H 4.169 2.521 -1.719
H 4.523 0.224 -0.464
H 6.149 0.955 -0.558
H 5.791 -1.060 0.969
H 6.735 0.283 1.565
H 5.154 -0.467 3.285
H 3.809 -0.288 2.129
H 3.641 0.898 4.717
H 2.430 1.360 3.511
H 3.358 2.593 4.349
H 5.670 3.292 3.481
H 6.687 1.951 2.890
H 5.974 1.864 4.474
H 2.697 3.387 2.289
C -0.106 0.091 5.960
O -0.795 -0.924 6.653
C -0.301 -2.197 6.361
C -0.733 -3.202 7.401
C -0.135 -2.861 8.762
N -0.246 -4.520 6.997
H 0.854 0.292 6.455
H -0.682 1.011 6.042
H 0.081 -0.189 4.920
H -0.577 -2.528 5.346
H 0.802 -2.255 6.370
H -1.813 -3.136 7.613
H 0.956 -2.926 8.755
H -0.491 -3.569 9.517
H -0.452 -1.872 9.092
H -0.747 -4.857 6.182
H -0.425 -5.182 7.741
C -1.722 -1.789 -0.496
O -0.827 -0.713 -0.350
C -0.805 -0.139 0.945
C -0.021 1.158 0.842
C -0.048 1.833 2.209
N -0.690 2.019 -0.130
H -1.765 -1.987 -1.566
H -2.727 -1.611 -0.095
H -1.375 -2.671 0.059
H -1.821 0.039 1.308
H -0.239 -0.805 1.611
H 1.022 0.918 0.595
H 0.315 1.105 2.939
H -1.034 2.178 2.515
H 0.616 2.700 2.179
H -0.675 1.558 -1.036
H -0.165 2.878 -0.268
C -3.911 1.691 -2.016
O -3.493 1.199 -3.258
C -2.118 0.879 -3.299
C -1.699 0.625 -4.711
C -2.332 -0.616 -5.328
N -0.214 0.510 -4.678
H -4.754 2.366 -2.159
H -3.114 2.245 -1.498
H -4.197 0.904 -1.301
H -1.509 1.647 -2.812
H -1.958 -0.047 -2.715
H -1.862 1.479 -5.371
H -1.829 -1.516 -4.966
H -2.262 -0.587 -6.415
H -3.390 -0.692 -5.057
H 0.116 0.055 -5.524
H 0.047 -0.141 -3.940
```

***

No. 8
The following is a quantum chemistry calculation of an isolated molecule of C20H26ClN3O2 in a non-equilibrium geometry, from the Open Molecules 2025 dataset.

For the orbital gap, the calculation gives 9.593 eV. As for the SMILES: Cc1noc(C)c1CCC(=O)N[C@H]1CCCN(Cc2ccc(Cl)cc2)C1. Its electronic energy is -42250.1383 eV. The multiplicity is 1. The total charge is 0. The calculation puts the HOMO energy at -9.001 eV.

Structure (XYZ):
```
52
C20H26ClN3O2 (wB97M-V/def2-TZVPD)
C -4.476 -1.106 0.901
C -3.116 -1.696 0.916
N -2.440 -1.867 2.020
O -1.242 -2.414 1.688
C -1.184 -2.578 0.352
C 0.059 -3.143 -0.230
C -2.356 -2.144 -0.206
C -2.756 -2.087 -1.640
C -2.081 -0.908 -2.361
C -2.369 0.378 -1.600
O -3.423 0.976 -1.690
N -1.369 0.766 -0.787
C -1.381 1.980 -0.001
C -1.481 1.676 1.497
C -0.230 0.946 1.976
C 1.030 1.690 1.546
N 1.029 1.878 0.104
C 2.322 2.320 -0.389
C 3.305 1.182 -0.313
C 2.978 -0.038 -0.894
C 3.842 -1.114 -0.826
C 5.056 -0.966 -0.172
Cl 6.146 -2.306 -0.083
C 5.404 0.241 0.410
C 4.524 1.308 0.338
C -0.077 2.732 -0.288
H -5.199 -1.842 0.552
H -4.504 -0.253 0.225
H -4.747 -0.790 1.904
H -0.101 -3.397 -1.274
H 0.875 -2.423 -0.156
H 0.354 -4.035 0.319
H -2.488 -3.019 -2.144
H -3.838 -1.961 -1.700
H -1.006 -1.077 -2.434
H -2.498 -0.818 -3.365
H -0.498 0.260 -0.751
H -2.248 2.563 -0.329
H -2.365 1.070 1.695
H -1.587 2.621 2.035
H -0.206 -0.060 1.559
H -0.247 0.850 3.061
H 1.914 1.107 1.815
H 1.087 2.662 2.069
H 2.705 3.193 0.165
H 2.200 2.613 -1.437
H 2.032 -0.136 -1.404
H 3.587 -2.059 -1.279
H 6.350 0.344 0.916
H 4.793 2.248 0.797
H -0.004 2.937 -1.359
H -0.075 3.695 0.252
```